{
  "formula": "C31H52IO11",
  "method": "the ωB97M-V functional and the def2-TZVPD basis",
  "homo_ev": -1.06,
  "de_lowest_kj_mol": 34.8,
  "energy_ha": -2337.7113,
  "gap_ev": 2.602,
  "lumo_ev": 1.545,
  "total_charge": -1,
  "elements": ["C", "O", "C", "C", "C", "C", "C", "C", "C", "C", "C", "C", "I", "H", "H", "H", "H", "H", "H", "H", "H", "H", "H", "H", "H", "H", "H", "H", "H", "H", "H", "H", "H", "H", "H", "O", "C", "O", "C", "C", "C", "H", "H", "H", "H", "H", "H", "O", "C", "O", "C", "C", "C", "H", "H", "H", "H", "H", "H", "O", "C", "O", "C", "C", "C", "H", "H", "H", "H", "H", "H", "O", "C", "O", "C", "C", "C", "H", "H", "H", "H", "H", "H", "O", "C", "O", "C", "C", "C", "H", "H", "H", "H", "H", "H"],
  "coordinates": [[-5.57, -0.81, 3.37], [-6.30, -1.56, 2.43], [-6.47, -0.90, 1.19], [-7.52, 0.21, 1.22], [-6.95, 1.64, 1.19], [-7.23, 2.41, -0.09], [-6.49, 3.77, -0.12], [-5.15, 3.73, -0.92], [-3.85, 3.59, -0.13], [-3.53, 2.14, 0.23], [-2.11, 1.67, -0.14], [-2.16, 0.19, -0.51], [-0.35, -0.94, -0.11], [-4.94, -0.06, 2.89], [-6.23, -0.32, 4.08], [-4.92, -1.49, 3.92], [-6.74, -1.67, 0.47], [-5.51, -0.49, 0.85], [-8.07, 0.07, 2.16], [-8.24, 0.07, 0.42], [-7.36, 2.22, 2.03], [-5.87, 1.61, 1.34], [-6.91, 1.82, -0.95], [-8.31, 2.59, -0.16], [-6.23, 4.03, 0.91], [-7.15, 4.53, -0.53], [-5.11, 4.65, -1.52], [-5.23, 2.91, -1.64], [-3.97, 4.17, 0.80], [-3.64, 1.94, 1.31], [-4.25, 1.49, -0.29], [-1.80, 2.25, -1.01], [-1.40, 1.86, 0.67], [-2.32, 0.07, -1.58], [-2.92, -0.34, 0.05], [-5.32, 1.89, -3.98], [-6.25, 2.44, -4.46], [-7.07, 3.25, -3.75], [-8.17, 3.70, -4.55], [-7.69, 3.57, -5.99], [-6.75, 2.37, -5.90], [-9.03, 3.07, -4.34], [-8.40, 4.73, -4.26], [-8.51, 3.45, -6.70], [-7.13, 4.46, -6.28], [-7.28, 1.42, -6.02], [-5.92, 2.41, -6.59], [1.98, 4.38, 0.09], [2.61, 3.48, -0.38], [3.69, 3.71, -1.19], [4.22, 2.47, -1.68], [3.77, 1.42, -0.68], [2.42, 1.98, -0.22], [3.82, 2.29, -2.68], [5.30, 2.57, -1.75], [3.72, 0.42, -1.10], [4.47, 1.39, 0.16], [1.61, 1.65, -0.86], [2.18, 1.74, 0.81], [6.79, -0.24, -1.88], [7.33, 0.00, -0.84], [6.66, 0.02, 0.33], [7.53, 0.43, 1.41], [8.93, 0.11, 0.91], [8.79, 0.32, -0.60], [7.38, 1.49, 1.58], [7.26, -0.12, 2.30], [9.70, 0.73, 1.38], [9.17, -0.93, 1.12], [8.96, 1.36, -0.89], [9.42, -0.33, -1.20], [2.26, -7.21, 2.30], [1.46, -6.45, 1.84], [0.92, -5.44, 2.56], [-0.08, -4.75, 1.78], [0.28, -5.05, 0.33], [0.89, -6.44, 0.43], [-1.06, -5.14, 2.06], [-0.04, -3.69, 2.02], [-0.58, -4.98, -0.34], [1.02, -4.33, -0.02], [0.14, -7.23, 0.37], [1.68, -6.63, -0.29], [8.96, -1.83, 3.70], [9.63, -2.71, 3.24], [10.69, -2.47, 2.42], [11.21, -3.72, 1.92], [10.76, -4.78, 2.92], [9.43, -4.20, 3.40], [10.80, -3.88, 0.92], [12.29, -3.62, 1.85], [10.69, -5.77, 2.48], [11.46, -4.82, 3.75], [8.60, -4.50, 2.76], [9.19, -4.44, 4.43]]
}